{"formula": "C4H10N3O", "method": "ωB97M-V/def2-TZVPD", "symbols": ["N", "O", "H", "H", "H", "C", "C", "H", "H", "N", "H", "C", "H", "N", "H", "H", "C", "H"], "xyz": [[0.377, 1.257, -1.536], [1.962, -0.385, -1.011], [-2.267, -2.392, 2.680], [0.760, 0.420, 0.358], [3.663, -1.212, 0.066], [-2.721, -1.637, 2.140], [-0.734, 2.248, -1.250], [-1.634, 2.110, -1.893], [2.079, -0.859, 0.974], [-1.096, -0.431, 0.846], [2.357, -2.293, -0.209], [2.590, -1.201, 0.044], [-1.111, 1.951, -0.287], [-1.882, -1.020, 1.453], [-0.334, 3.214, -1.413], [0.692, 1.152, -2.481], [1.027, 0.415, -0.701], [-3.728, -1.337, 2.222]], "forces_ev_per_angstrom": [[1.3, -2.0, 0.9], [1.0, -0.1, -1.4], [0.3, -1.7, 1.2], [-0.2, 0.5, -0.4], [0.4, 1.1, -0.3], [-0.5, -0.2, 0.2], [-0.3, -2.4, -0.4], [1.1, -0.3, -0.1], [0.9, -0.7, -0.4], [-1.6, -1.2, 1.0], [-0.2, 1.6, 0.4], [-2.2, -1.8, 0.3], [0.2, 0.7, 0.7], [2.1, 2.6, -2.1], [0.2, 1.0, 0.4], [0.0, 0.2, -0.7], [-1.9, 2.3, 0.6], [-0.8, 0.3, -0.1]], "lowdin_charge": [0.0765, 0.0084, 0.0671, 0.1020, 0.0950, 0.0196, 0.0120, 0.1128, 0.1044, 0.1880, 0.1332, 0.0408, 0.0659, -0.1764, 0.0819, 0.1513, -0.1644, 0.0819], "multiplicity": 1, "charge": 1, "e_lumo_ev": -3.303, "energy_ev": -10818.21382, "homo_lumo_gap_ev": 8.952}